Record 1
CH12O4S2 | wB97M-V/def2-TZVPD

Last column: natural (NBO) charge in e.
Cartesian coordinates (Å):
1 C 2.45627 -2.64640 2.22789  -0.729
2 S 3.27113 -1.13214 1.60991  0.090
3 H -2.22153 0.96835 0.50998  0.515
4 H -1.14987 -0.46216 -0.86418  0.511
5 H -3.33853 1.97454 0.33866  0.475
6 H 0.05138 2.88554 -0.86068  0.472
7 H 2.91181 -3.51264 1.77356  0.216
8 H 2.63730 -2.67136 3.29233  0.229
9 H -2.25832 1.24146 -1.65419  0.492
10 O -2.39664 1.85145 0.13366  -0.981
11 H 2.94290 -1.98750 -0.79771  0.130
12 H -0.21056 -0.91078 0.37067  0.490
13 H -1.35372 3.38353 -1.10469  0.482
14 S 2.32815 -0.93283 -0.24146  -0.154
15 O -0.49773 3.29163 -1.53874  -0.953
16 H -1.43123 1.08303 -2.88749  0.478
17 O -1.02840 -0.46882 0.10916  -1.006
18 O -2.12327 0.62186 -2.39541  -0.979
19 H 1.41086 -2.57676 1.97872  0.223

The value obtained for the HOMO energy is -9.32 eV. The SMILES is CSS.O.O.O.O. The LUMO energy comes out at 0.010 hartree. The calculation puts the HOMO-LUMO gap at 9.601 eV. Its largest force on an atom is 1.196 eV Å⁻¹. The value obtained for the energy relative to the best compared isomer or geometry (same formula, charge and spin) is 6.4 kcal/mol.

***

Record 2
C6H9FNO9S3 | wB97M-V/def2-TZVPD

Last column: natural (NBO) charge in e.
Cartesian coordinates (Å):
1 C 2.40882 0.08654 1.83512  -0.340
2 H -2.76186 -0.97989 -5.79349  0.154
3 O 1.27293 2.14702 4.37553  -0.915
4 S 2.50417 1.33025 4.93093  1.842
5 O 1.32660 1.59509 -0.42005  -0.603
6 C -0.76264 0.11679 -0.20235  -0.748
7 H 4.67304 1.28685 2.93442  0.160
8 H -1.15343 -0.71523 0.54272  0.253
9 O 3.93398 -1.82133 3.28175  -0.924
10 S 2.54810 -1.07264 3.29645  1.974
11 S 4.35777 1.93361 4.13902  -0.223
12 O 2.54761 1.69269 6.46705  -0.896
13 H -4.70061 0.37474 -3.83194  0.206
14 N 2.16983 -0.37776 4.84862  -0.962
15 H 3.51423 0.24288 1.41210  0.219
16 C -2.51701 -1.18484 -3.07538  0.962
17 C -2.99644 -0.25160 -5.00986  0.441
18 O -3.85387 -1.40845 -3.26052  -0.471
19 C 0.83735 0.43161 0.04853  0.803
20 H -5.02149 -0.99234 -4.92339  0.205
21 O -1.85138 -1.70700 -2.19665  -0.551
22 O 1.47701 -2.20685 3.05409  -0.921
23 F -2.99524 0.99754 -5.52689  -0.323
24 H 2.00686 1.15888 2.07506  0.272
25 H -0.91547 -0.33319 -1.29402  0.271
26 O -2.01821 -0.31383 -3.99691  -0.474
27 O 1.67562 -0.59892 0.73209  -0.522
28 C -4.26867 -0.52494 -4.28293  -0.132
29 H -1.43758 1.09431 -0.15912  0.241

The value obtained for the HOMO energy is -5.73 eV. The LUMO energy comes out at 0.066 hartree. The calculation puts the HOMO-LUMO gap at 7.527 eV. Its largest force on an atom is 8.475 eV Å⁻¹. Its total charge is -1.

***

Record 3
C5H10S3 | wB97M-V/def2-TZVPD

Last column: natural (NBO) charge in e.
Cartesian coordinates (Å):
1 C 0.39228 -0.33731 0.28502  0.013
2 H 2.04299 1.20981 -1.30864  0.211
3 H 1.15492 -2.33182 -0.31400  0.147
4 H 0.49487 0.67907 -2.12744  0.241
5 H -1.72739 1.53521 -1.33811  0.139
6 H -1.98497 -0.06042 1.64314  0.222
7 S 1.86194 -1.18002 -0.20734  0.049
8 H -1.60071 -1.27472 3.18363  0.228
9 C 1.05324 1.46256 -1.39422  -0.627
10 H 0.89419 2.46194 -1.83043  0.235
11 H 0.59666 -1.69195 1.84677  0.212
12 H -0.27703 -2.32029 -1.56959  0.111
13 H 0.66526 1.76908 0.90476  0.255
14 S -1.28725 1.92422 -0.09372  0.007
15 S -1.26978 -1.33025 -1.33500  -0.342
16 C -0.09171 -0.93393 1.54256  -0.356
17 C -1.24362 -0.76576 2.19510  -0.300
18 C 0.32611 1.18458 -0.08250  -0.446

The value obtained for the HOMO energy (alpha / beta) is -8.65 / -8.65 eV. The LUMO energy (alpha / beta) comes out at -0.043 / -0.043 hartree. The calculation puts the HOMO-LUMO gap (alpha / beta) at 7.486 / 7.483 eV. Its largest force on an atom is 4.231 eV Å⁻¹. The value obtained for the energy relative to the best compared isomer or geometry (same formula, charge and spin) is 86.7 kcal/mol.

***

Record 4
C5H14NS | wB97M-V/def2-TZVPD

Last column: natural (NBO) charge in e.
Cartesian coordinates (Å):
1 H -0.56012 0.17598 -1.25608  0.221
2 H 1.42434 2.67651 0.64667  0.231
3 N 1.33814 0.54361 2.35221  -0.669
4 H -2.91982 -2.22327 -2.88165  0.245
5 H 2.16773 0.30893 0.42614  0.221
6 C 1.18675 0.52342 0.85022  -0.043
7 H 0.52996 0.10377 2.79786  0.447
8 C -2.51219 -1.36351 -2.35721  -0.724
9 H 1.31059 1.49876 2.72690  0.444
10 H 0.82798 -1.57330 0.81489  0.223
11 H -0.57507 -0.61901 1.17911  0.202
12 C 0.77410 1.87047 0.29963  -0.643
13 H 0.85403 1.85485 -0.77519  0.258
14 C 0.28437 -0.67658 0.50630  -0.415
15 H -0.24902 2.11756 0.59530  0.226
16 S -1.34118 -2.12271 -1.18840  0.210
17 C -0.15901 -0.78406 -0.94275  -0.547
18 H -2.03819 -0.65981 -3.02927  0.224
19 H 0.73336 -0.95598 -1.54889  0.221
20 H -3.29740 -0.84892 -1.81785  0.220
21 H 2.22065 0.15330 2.60208  0.449

The value obtained for the HOMO energy is -11.58 eV. The SMILES is CSCC[C@@H](C)[NH3+]. The LUMO energy comes out at -0.134 hartree. The calculation puts the HOMO-LUMO gap at 7.949 eV. Its largest force on an atom is 1.673 eV Å⁻¹. Its total charge is +1. The value obtained for the energy relative to the best compared isomer or geometry (same formula, charge and spin) is 12.9 kcal/mol.

***

| no. | E_tot (a.u.) |
| --- | --- |
| 1 | -1142.63067 |
| 2 | -2260.21697 |
| 3 | -1390.93292 |
| 4 | -651.59199 |